1.
{"formula": "C9H24FInN3O3", "method": "wB97M-V/def2-TZVPD", "charge": -1, "energy_ha": -1037.32096, "homo_lumo_gap_ev": 6.0, "fmax_ha_per_bohr": 0.0227, "e_homo_ha": -0.1494, "species": ["F", "In", "H", "H", "H", "C", "C", "O", "N", "C", "H", "H", "H", "H", "H", "H", "H", "C", "C", "O", "N", "C", "H", "H", "H", "H", "H", "H", "H", "C", "C", "O", "N", "C", "H", "H", "H", "H", "H", "H", "H"], "positions_angstrom": [[6.2257, -2.2169, -1.9446], [4.1705, -1.8044, -1.7675], [4.0674, -0.0978, -1.1703], [3.3455, -2.9575, -0.6676], [3.3119, -1.9165, -3.3672], [2.0487, -1.3809, 3.1481], [1.7764, -1.1909, 1.6768], [2.5694, -1.5427, 0.8201], [0.5972, -0.6051, 1.3232], [-0.4625, -0.1266, 2.1926], [3.0183, -1.8565, 3.2731], [2.0666, -0.4148, 3.6564], [1.2859, -2.0230, 3.5937], [0.4811, -0.5086, 0.3265], [-1.3787, -0.6533, 1.9486], [-0.6079, 0.9413, 2.0122], [-0.2275, -0.2825, 3.2423], [-5.4869, -1.3569, 0.9200], [-4.5744, -0.8752, 2.0170], [-3.4710, -0.4088, 1.7859], [-5.0191, -0.9751, 3.3003], [-6.2879, -1.4971, 3.7672], [-4.9987, -1.2141, -0.0404], [-5.7006, -2.4196, 1.0467], [-6.4170, -0.7857, 0.9256], [-4.3591, -0.6353, 3.9816], [-6.8111, -0.7131, 4.3188], [-6.0987, -2.3371, 4.4389], [-6.9140, -1.8325, 2.9466], [1.9730, 3.4644, -5.0649], [1.7562, 2.8465, -3.7067], [0.6446, 2.7780, -3.1960], [2.8435, 2.3630, -3.0590], [4.2213, 2.3614, -3.5076], [1.0190, 3.8056, -5.4603], [2.6437, 4.3218, -4.9862], [2.3901, 2.7262, -5.7516], [2.6347, 1.9596, -2.1567], [4.5701, 1.3295, -3.5458], [4.8198, 2.9150, -2.7816], [4.3345, 2.8162, -4.4881]], "forces_ev_per_a": [[-0.591, 0.126, -0.042], [-0.358, -0.181, 0.083], [0.211, -0.143, -0.185], [0.746, -0.184, -0.675], [0.403, 0.089, 0.057], [0.033, -0.033, 0.159], [0.245, -0.036, -0.688], [-0.454, 0.429, 0.989], [0.198, -0.075, 0.464], [0.159, -0.065, -0.600], [-0.026, 0.020, -0.166], [-0.108, -0.068, 0.102], [-0.014, 0.123, 0.112], [-0.002, 0.013, 0.003], [-0.085, 0.156, 0.203], [-0.178, 0.004, 0.194], [0.115, -0.017, -0.060], [-0.037, -0.027, -0.097], [0.352, 0.151, 0.040], [-0.386, -0.021, -0.027], [-0.156, -0.081, -0.332], [0.392, 0.193, 0.339], [0.088, 0.043, 0.112], [-0.144, 0.048, -0.016], [-0.064, -0.141, 0.002], [-0.011, -0.009, 0.009], [-0.189, -0.138, -0.004], [-0.229, -0.047, -0.012], [0.086, 0.034, -0.027], [-0.076, 0.066, -0.157], [0.036, -0.309, 0.545], [-0.085, 0.157, -0.169], [-0.385, 0.461, -0.406], [-0.089, -0.288, 0.419], [-0.019, -0.061, 0.130], [0.086, -0.080, -0.116], [0.115, 0.110, -0.014], [0.166, -0.226, -0.055], [0.191, 0.039, -0.013], [0.198, -0.052, -0.146], [-0.132, 0.021, 0.043]]}

---

2.
{"formula": "C4H12NOS", "method": "wB97M-V/def2-TZVPD", "charge": 1, "energy_ha": -687.36547, "relative_energy_kj_mol": 472.71, "homo_lumo_gap_ev": [4.1, 4.3], "fmax_ha_per_bohr": 0.0595, "e_homo_ha": [-0.3571, -0.3615], "species": ["C", "C", "C", "C", "N", "O", "S", "H", "H", "H", "H", "H", "H", "H", "H", "H", "H", "H", "H"], "positions_angstrom": [[-2.0636, -0.6919, -1.5180], [1.7974, 1.7949, -0.9475], [-2.7304, -0.0140, -0.3855], [1.0666, -0.1545, 1.1199], [2.0831, -0.9204, 1.8474], [-3.1113, -0.5362, 0.7543], [1.6021, 0.0317, -0.5469], [-2.5533, -1.6634, -1.6764], [-2.2502, -0.2204, -2.4878], [-0.9315, -0.8877, -1.3734], [1.3574, 1.9179, -1.8907], [2.7723, 2.3381, -0.9516], [1.0358, 2.3147, -0.2310], [-3.0562, 0.9896, -0.5252], [0.8392, 0.6781, 1.7689], [3.0577, -0.8037, 1.5725], [2.0247, -1.9302, 1.7256], [2.0060, -0.7096, 2.8366], [-2.9461, -1.5328, 0.9089]], "forces_ev_per_a": [[0.271, -0.945, 0.176], [-0.929, 1.435, 2.537], [0.103, -2.250, 0.891], [-0.765, -0.118, -0.643], [1.124, -1.206, 0.614], [0.718, -0.467, -1.785], [-0.240, -0.008, -0.198], [0.295, -0.236, 0.495], [0.315, 0.652, 0.489], [-1.291, 0.582, 0.087], [-0.457, 0.093, -1.513], [-0.532, -0.887, 0.413], [1.611, -0.585, -1.131], [-0.146, 0.904, 0.448], [-0.086, 0.596, -0.568], [0.514, 0.909, -0.176], [-0.703, -0.101, 0.226], [0.057, -0.227, 0.287], [0.141, 1.859, -0.647]]}

---

3.
{"formula": "C20H33NO6", "method": "wB97M-V/def2-TZVPD", "charge": 0, "energy_ha": -1287.97740, "relative_energy_kj_mol": 14.09, "homo_lumo_gap_ev": 8.8, "fmax_ha_per_bohr": 0.0111, "e_homo_ha": -0.2982, "species": ["C", "O", "C", "C", "C", "C", "C", "N", "C", "C", "O", "C", "C", "O", "C", "C", "O", "C", "C", "O", "C", "C", "O", "C", "C", "C", "C", "H", "H", "H", "H", "H", "H", "H", "H", "H", "H", "H", "H", "H", "H", "H", "H", "H", "H", "H", "H", "H", "H", "H", "H", "H", "H", "H", "H", "H", "H", "H", "H", "H"], "positions_angstrom": [[4.5984, -2.5150, -2.6401], [4.2552, -2.7240, -1.2927], [2.9400, -2.8995, -0.9763], [1.8893, -2.8735, -1.8849], [0.5896, -3.0609, -1.4430], [0.3021, -3.2680, -0.1019], [-1.1235, -3.4001, 0.3791], [-1.8482, -2.1535, 0.5959], [-2.1683, -1.4355, -0.6222], [-3.3147, -0.4436, -0.4203], [-2.8330, 0.7426, 0.1657], [-3.8431, 1.6693, 0.4838], [-3.2736, 2.7511, 1.4108], [-2.6748, 3.8445, 0.7660], [-1.3493, 3.6732, 0.3122], [-1.2585, 3.1488, -1.1341], [-0.1267, 3.6385, -1.8265], [1.0536, 2.8850, -1.7332], [1.7755, 2.9548, -0.3787], [1.4405, 1.8018, 0.3584], [1.9190, 1.7982, 1.6842], [1.8521, 0.3740, 2.2525], [0.5582, -0.1017, 2.4949], [-0.1782, -0.3891, 1.3166], [-1.3387, -1.3312, 1.6767], [1.3647, -3.3093, 0.7977], [2.6627, -3.1280, 0.3725], [5.6822, -2.4112, -2.6559], [4.3086, -3.3657, -3.2658], [4.1425, -1.6012, -3.0355], [2.0658, -2.7123, -2.9369], [-0.2126, -3.0483, -2.1668], [-1.1354, -3.9401, 1.3299], [-1.7019, -3.9816, -0.3461], [-1.3113, -0.8897, -1.0445], [-2.5014, -2.1748, -1.3554], [-4.0819, -0.9004, 0.2222], [-3.7735, -0.2141, -1.3953], [-4.2494, 2.1321, -0.4277], [-4.6642, 1.1545, 1.0061], [-4.0969, 3.1852, 1.9851], [-2.5656, 2.2698, 2.0997], [-0.7976, 3.0199, 0.9974], [-0.9112, 4.6772, 0.3285], [-2.1209, 3.5406, -1.6827], [-1.2831, 2.0539, -1.1517], [0.8571, 1.8243, -1.9447], [1.6999, 3.2947, -2.5132], [2.8656, 2.9874, -0.5325], [1.4784, 3.8675, 0.1550], [1.3230, 2.4805, 2.3091], [2.9673, 2.1321, 1.7080], [2.3554, 0.3650, 3.2231], [2.3810, -0.2981, 1.5594], [-0.5665, 0.5326, 0.8740], [0.4865, -0.8675, 0.5872], [-1.0009, -1.9923, 2.4769], [-2.1665, -0.7338, 2.0653], [1.1699, -3.4765, 1.8470], [3.4875, -3.1582, 1.0673]], "forces_ev_per_a": [[0.050, 0.035, -0.225], [-0.190, -0.070, 0.324], [-0.045, -0.002, 0.130], [0.314, 0.084, -0.200], [-0.054, -0.060, 0.256], [-0.059, -0.146, -0.058], [-0.066, 0.071, 0.018], [-0.102, -0.144, -0.142], [-0.376, 0.252, 0.224], [0.014, -0.240, -0.320], [0.173, 0.062, 0.086], [-0.010, 0.282, 0.277], [-0.312, -0.301, -0.139], [-0.049, 0.035, -0.202], [0.209, 0.119, -0.219], [-0.189, 0.031, 0.113], [-0.074, 0.198, 0.087], [0.327, 0.014, 0.197], [-0.038, 0.030, -0.321], [-0.116, -0.135, -0.006], [0.034, -0.338, 0.269], [0.207, 0.495, -0.194], [-0.279, -0.066, 0.172], [-0.206, -0.142, -0.218], [0.215, 0.315, 0.201], [0.002, -0.026, -0.179], [0.173, 0.052, -0.119], [-0.080, 0.001, -0.052], [-0.001, 0.045, 0.020], [0.004, -0.044, 0.010], [0.063, 0.011, -0.082], [-0.094, 0.000, -0.077], [0.006, -0.060, -0.075], [0.041, -0.032, 0.066], [-0.007, -0.028, -0.126], [0.053, 0.061, -0.047], [0.052, 0.020, -0.053], [0.022, -0.024, 0.074], [-0.020, -0.020, 0.076], [0.051, 0.047, -0.029], [0.055, -0.135, 0.006], [-0.062, 0.028, 0.023], [0.049, 0.035, 0.029], [0.073, -0.167, -0.026], [-0.004, -0.100, 0.119], [-0.009, 0.064, -0.050], [0.054, 0.054, -0.036], [0.010, -0.110, 0.068], [-0.093, 0.016, 0.025], [0.027, -0.011, -0.046], [0.059, -0.024, -0.032], [-0.040, -0.015, 0.029], [0.069, 0.023, -0.107], [0.001, 0.038, 0.073], [0.096, -0.139, 0.020], [-0.071, 0.108, 0.006], [-0.010, -0.010, 0.031], [0.077, -0.015, 0.122], [-0.034, -0.017, 0.142], [0.105, -0.007, 0.086]]}